DFT (the ωB97M-V functional and the def2-TZVPD basis) results for C4H6O2 in the gas phase.

XYZ file:
```
12
Properties=species:S:1:pos:R:3:lowdin_charge:R:1
C -0.69 1.25 0.12 -0.04
O -1.22 -0.04 -0.39 -0.14
C -0.64 -1.18 0.16 -0.17
C 0.70 -0.67 0.40 -0.33
O 1.21 -0.06 -0.70 0.03
C 0.73 0.74 0.37 -0.22
H -0.54 1.83 -0.76 0.12
H -1.20 1.60 1.03 0.13
H -1.11 -1.52 1.10 0.14
H -0.72 -1.94 -0.62 0.14
H 1.45 -1.35 0.82 0.16
H 1.55 1.38 0.79 0.17
```

Output
LUMO ... 1.05 eV
SMILES ... C1OC[C@H]2O[C@@H]12
Relative energy (zero: lowest compared OMol25 entry of this formula, charge and spin) ... 66.48 kcal per mole



DFT (the ωB97M-V functional and the def2-TZVPD basis) results for 2 unconnected molecules or ions with the total composition C3H12N.

XYZ file:
```
16
Properties=species:S:1:pos:R:3:lowdin_charge:R:1
N -2.10 0.44 -0.44 0.01
H -1.71 0.86 0.42 0.01
H -2.86 -0.25 -0.04 0.05
H -1.34 0.01 -1.00 0.03
H -2.57 1.26 -1.01 0.05
C 0.54 -0.44 1.34 -0.21
C 1.25 0.30 0.33 -0.37
C 1.26 -0.40 -1.13 -0.13
H 0.96 -0.60 2.32 0.07
H -0.42 -0.02 1.63 0.02
H 0.11 -1.42 1.01 0.08
H 0.74 1.41 0.40 0.12
H 2.24 0.62 0.45 0.06
H 1.74 0.25 -1.91 0.07
H 0.27 -0.60 -1.55 0.00
H 1.89 -1.40 -0.82 0.13
```

Output
LUMO (spin up / spin down) ... 1.20 / 0.63 eV
Relative energy (zero: lowest compared OMol25 entry of this formula, charge and spin) ... 29.12 kcal per mole
Multiplicity ... 2



no.,energy (a.u.)
1,-306.40036
2,-176.07879